(1)
A molecular structure, C15H25AlFO3S at a distorted geometry, computed with ωB97M-V with the def2-TZVPD basis set.

Spin multiplicity ... 1
Molecular weight ... 331.41 g mol⁻¹
Total charge ... -1
DFT total energy ... -1552.91336 a.u.

Positions of all 46 atoms, in Å:
C: 0.9999 -2.9543 1.6895
O: 1.7989 -3.0237 0.5315
C: 3.0413 -2.3400 0.5839
C: 3.1103 -1.2854 -0.5227
C: 3.5385 0.1255 -0.0854
C: 2.9222 0.6705 1.2189
C: 2.0486 1.9233 0.9877
Al: 0.3861 1.4401 -0.0193
F: 0.1136 -0.2174 0.2679
C: -1.2705 2.4625 0.5400
C: -2.3836 1.4821 0.7318
C: -2.9443 1.2174 1.9845
C: -3.9585 0.2647 2.1135
C: -4.4327 -0.4218 0.9992
C: -3.8933 -0.1690 -0.2625
C: -4.3481 -0.9235 -1.4766
C: -2.8795 0.7824 -0.3814
S: 0.6363 1.7474 -2.3391
C: 0.7717 0.1744 -3.2162
O: -0.5636 2.3943 -2.8887
O: 1.8831 2.4819 -2.5851
H: -0.0273 -2.7691 1.3854
H: 1.2895 -2.1364 2.3431
H: 1.0193 -3.9040 2.2258
H: 3.8255 -3.0830 0.4170
H: 3.2235 -1.9110 1.5649
H: 3.8265 -1.6246 -1.2707
H: 2.1481 -1.2783 -1.0179
H: 4.6207 0.1343 -0.0032
H: 3.2581 0.8110 -0.8826
H: 3.7509 0.9498 1.8716
H: 2.3081 -0.0610 1.7337
H: 2.6500 2.6870 0.4963
H: 1.7317 2.3074 1.9583
H: -1.0917 3.0411 1.4404
H: -1.5441 3.0970 -0.3022
H: -2.5857 1.7460 2.8522
H: -4.3732 0.0677 3.0900
H: -5.2151 -1.1612 1.1035
H: -3.6924 -1.7798 -1.6272
H: -5.3599 -1.2974 -1.3640
H: -4.2743 -0.3111 -2.3668
H: -2.4557 0.9846 -1.3552
H: 0.3787 -0.6276 -2.6008
H: 1.8203 0.0158 -3.4368
H: 0.1922 0.2714 -4.1263


(2)
A molecular structure, C15H25CdO4P at a distorted geometry, computed with ωB97M-V with the def2-TZVPD basis set.

Spin multiplicity ... 1
Molecular weight ... 412.75 g mol⁻¹
Total charge ... +2
DFT total energy ... -1395.95186 a.u.

Positions of all 46 atoms, in Å:
Cd: -0.3937 1.4547 -1.6217
C: -0.5693 3.1032 0.1226
O: -0.6386 3.9396 0.9025
C: -0.3768 3.7827 -2.6808
O: -0.3793 4.8556 -3.0635
C: -2.8894 1.5801 -1.6028
O: -4.0142 1.7594 -1.5695
C: 2.0365 1.5780 -1.5667
O: 3.1697 1.7002 -1.5508
C: -0.3866 -0.1889 -3.4517
H: 0.5237 -0.7850 -3.3584
H: -1.3048 -0.7819 -3.4152
C: -0.3700 1.0840 -4.0024
H: -1.2841 1.5660 -4.3895
H: 0.5618 1.5520 -4.3651
C: 1.9494 1.5294 1.8334
C: 1.6719 0.0504 1.5332
C: 1.6518 -0.7552 2.8405
P: 0.2150 -0.2351 0.4178
C: 0.7102 -1.8203 -0.4561
C: 1.6075 -2.7977 0.3102
C: -0.4603 -2.5911 -1.0697
C: -1.1971 -0.5796 1.5845
C: -1.5027 0.6211 2.4903
C: -2.4869 -1.0259 0.8937
H: 1.1950 1.9723 2.4959
H: 2.0353 2.1341 0.9209
H: 2.9176 1.5772 2.3571
H: 2.5017 -0.3237 0.9113
H: 0.8742 -0.4052 3.5338
H: 1.5210 -1.8309 2.6775
H: 2.6237 -0.6136 3.3336
H: 1.3096 -1.4092 -1.2902
H: 1.0719 -3.3023 1.1265
H: 1.9247 -3.5710 -0.4035
H: 2.5175 -2.3344 0.7034
H: -1.1782 -1.9543 -1.5983
H: -0.0555 -3.3009 -1.8064
H: -0.9862 -3.1812 -0.3086
H: -0.7944 -1.4076 2.1879
H: -1.9237 1.4587 1.9169
H: -2.2629 0.3193 3.2266
H: -0.6393 0.9926 3.0499
H: -2.8514 -0.2761 0.1754
H: -2.3802 -1.9776 0.3662
H: -3.2638 -1.1617 1.6590